1.
{"formula": "C22H36N5O5S3Sc", "method": "ωB97M-V/def2-TZVPD", "species": ["Sc", "S", "S", "S", "O", "O", "O", "O", "O", "N", "N", "N", "N", "N", "C", "C", "C", "C", "C", "C", "C", "C", "C", "C", "C", "C", "C", "C", "C", "C", "C", "C", "C", "C", "C", "C", "H", "H", "H", "H", "H", "H", "H", "H", "H", "H", "H", "H", "H", "H", "H", "H", "H", "H", "H", "H", "H", "H", "H", "H", "H", "H", "H", "H", "H", "H", "H", "H", "H", "H", "H", "H"], "positions_angstrom": [[-0.1356, -0.1788, -1.1437], [-2.8156, 0.3203, -1.5019], [2.0766, -0.6074, -2.8492], [2.1601, -1.1983, -0.9039], [1.7888, -1.7118, -3.7214], [3.2353, 0.1932, -3.1953], [0.8387, 0.3321, -2.7990], [-0.4111, 0.8120, 0.5520], [0.2866, -2.6927, 2.5322], [2.5858, 2.7821, -3.3552], [-1.1956, -1.9923, 0.0296], [-0.7454, -0.4299, 3.2853], [1.9830, 2.4641, -0.5930], [-0.9755, -1.8448, -2.7064], [-1.0424, 1.8234, 1.1005], [-3.2555, -0.8546, -2.8174], [-2.5961, 3.9321, 2.1886], [-3.2850, -0.5372, 0.0257], [3.3296, 3.5701, -2.3258], [-2.6602, -1.9077, 0.2518], [2.8411, 0.5025, 3.1481], [-2.4691, 2.7516, 2.8704], [-1.6450, 0.5066, 3.1566], [3.3491, 2.7787, -1.0322], [1.1994, -1.7066, 2.7357], [-0.8245, -3.2401, -0.6791], [0.6572, -0.4505, 3.0171], [3.3862, -0.7499, 2.8996], [-1.6551, 1.7028, 2.3770], [-1.9529, 4.0643, 0.9512], [1.4649, 0.6540, 3.2202], [0.7813, -4.0401, 2.4583], [-2.0300, -1.3236, -3.5896], [-1.2058, 3.0377, 0.4147], [-1.2900, -3.1674, -2.1249], [2.5777, -1.8589, 2.6947], [-1.6039, -0.4898, -4.1505], [-0.1299, -1.9455, -3.2710], [3.0237, -2.8241, 2.5062], [1.6360, 2.5956, -3.0254], [3.0038, 1.8251, -3.4621], [-0.7278, -1.9945, 0.9332], [-2.5256, 0.3309, 3.7687], [3.9325, 3.3394, -0.2962], [3.4867, 1.3509, 3.3301], [3.8673, 1.8343, -1.2079], [-3.1444, -2.6301, -0.4031], [-2.0672, 4.9816, 0.3877], [1.5419, 3.2842, -0.1855], [-2.9059, -2.2318, 1.2670], [0.2611, -3.3257, -0.6453], [-4.3715, -0.6303, 0.0424], [2.8225, 4.5284, -2.2139], [4.4603, -0.8748, 2.8720], [-0.8182, -3.9645, -2.7014], [-1.0405, -1.2445, 3.8142], [-1.2503, -4.1217, -0.1906], [-3.0189, 0.1657, 0.8142], [-2.9738, 2.6178, 3.8199], [-3.7984, -1.6823, -2.3620], [-0.0956, -4.6746, 2.3835], [4.3311, 3.7485, -2.7105], [2.0275, 1.7762, 0.1510], [1.4087, -4.1677, 1.5756], [1.3419, -4.2881, 3.3591], [1.0260, 1.6107, 3.4692], [-2.3422, -2.0744, -4.3225], [-3.9505, -0.3540, -3.4891], [2.5507, 3.2494, -4.2589], [-3.1950, 4.7379, 2.5864], [-0.7486, 3.1460, -0.5613], [-2.3643, -3.3388, -2.1945]], "mulliken_charge": [-0.4815, -0.2398, 1.2309, -0.3793, -0.7111, -0.8447, -0.3848, 0.9870, -0.5110, -0.0993, 1.0278, 0.2559, -0.0908, 0.2951, 0.6443, -0.6064, -0.9088, -0.0366, -0.8165, -1.1073, -0.9270, -0.9346, -0.5953, -0.6152, 0.8693, -0.5773, -0.0230, -0.6808, 0.8237, -0.7572, -0.1851, -1.1927, -0.9535, -0.7792, -1.2260, -0.5332, 0.3556, 0.3110, 0.4738, 0.1493, 0.3133, -0.3560, 0.4826, 0.4934, 0.5032, 0.4067, 0.4676, 0.4674, 0.2400, 0.4308, 0.3594, 0.7649, 0.3608, 0.4382, 0.4422, 0.3703, 0.4686, -0.3573, 0.4521, 0.3562, 0.2779, 0.3955, -0.1799, 0.4192, 0.4719, 0.5678, 0.4510, 0.5658, 0.4061, 0.4394, 0.4648, 0.3903], "lumo_energy_ev": -6.38, "fmax_ev_per_a": 1.5, "e_above_lowest_kcal_mol": 0.0, "total_charge": 2, "gap_ev": 7.62}


2.
{"formula": "C25H33N2O", "method": "ωB97M-V/def2-TZVPD", "species": ["O", "N", "N", "C", "C", "C", "C", "C", "C", "C", "C", "C", "C", "C", "C", "C", "C", "C", "C", "C", "C", "C", "C", "C", "C", "C", "C", "C", "H", "H", "H", "H", "H", "H", "H", "H", "H", "H", "H", "H", "H", "H", "H", "H", "H", "H", "H", "H", "H", "H", "H", "H", "H", "H", "H", "H", "H", "H", "H", "H", "H"], "positions_angstrom": [[3.3365, -0.3433, 2.1596], [-0.6714, 2.9383, -1.1918], [0.4224, -0.4596, 1.7817], [0.1598, -3.9475, -2.0090], [0.6518, 1.1193, -1.2937], [2.5776, 0.7816, 2.6548], [-0.3587, -4.0349, -0.7142], [1.8455, 0.4470, -1.6138], [0.0792, -2.7058, -2.6434], [1.2561, 0.8480, 1.8610], [-2.9708, 3.7724, 0.1118], [-0.4779, 0.8490, -0.4043], [-0.7461, -2.9045, -0.0186], [-2.6786, 1.8030, 1.6070], [2.6331, -1.5478, 2.4788], [-0.5145, -1.6314, -0.5563], [-0.3194, -1.5688, -1.9420], [-0.5979, -0.4182, 0.4131], [-1.3108, 1.9740, -0.4627], [2.6864, 2.4653, -2.7374], [0.5206, 2.4611, -1.7220], [1.5097, 3.1442, -2.4203], [0.6846, -5.1656, -2.7401], [-2.6702, 2.2700, 0.1603], [-0.2246, -0.5692, 3.1886], [-3.6825, 1.5064, -0.6759], [1.3396, -1.6507, 1.6615], [2.8390, 1.1273, -2.3375], [-0.4687, -0.6550, -2.5193], [3.7583, 0.5868, -2.5794], [0.7910, -2.5379, 1.9908], [-0.9812, 3.8882, -1.3679], [0.0402, -5.5080, -3.5687], [-1.8500, 2.2564, 2.1723], [1.3773, 4.1839, -2.7026], [-3.6132, 2.1175, 2.0792], [-0.5441, 0.4190, 3.5424], [0.5630, -0.8915, 3.9211], [-2.2207, 4.3532, 0.6646], [2.4778, -1.6449, 3.5694], [-3.4871, 0.4307, -0.6525], [-1.2270, -2.9714, 0.9583], [-3.0456, 4.1590, -0.9130], [-3.9371, 3.9370, 0.6039], [1.5769, 1.1420, 0.8539], [3.4978, 2.9416, -3.2880], [-2.6384, 0.7112, 1.6761], [-0.4790, -5.0128, -0.2327], [3.3153, -2.3414, 2.1358], [-4.6719, 1.6871, -0.2568], [-3.6664, 1.8199, -1.7277], [0.3231, -2.6485, -3.7061], [2.0169, -0.5770, -1.2693], [0.7967, -6.0181, -2.0542], [1.6654, -4.9164, -3.1690], [-1.5467, -0.4954, 0.9693], [2.5202, 0.7883, 3.7695], [0.6152, 1.6159, 2.2979], [1.6438, -1.7791, 0.6105], [-1.1018, -1.2547, 3.2495], [3.1813, 1.6544, 2.3476]], "mulliken_charge": [-0.4121, 0.0645, 0.8027, 0.6314, 0.6171, -0.6627, -0.7311, 0.7923, -0.8914, -0.1660, -1.9356, -0.0170, -0.5530, -1.3240, -0.8140, -0.4280, -0.2067, 1.0865, -0.7752, -0.7034, -0.8033, -0.9170, -1.4681, 2.1967, -0.8348, -1.5790, -0.2803, -1.0807, 0.6396, 0.4197, 0.4456, 0.2929, 0.3157, 0.2011, 0.4274, 0.5725, 0.2937, 0.3817, 0.4021, 0.3392, 0.3137, 0.5536, 0.3536, 0.4345, 0.0418, 0.4058, 0.2114, 0.3762, 0.4215, 0.4442, 0.3466, 0.4586, 0.2886, 0.3695, 0.3648, -0.0461, 0.3383, 0.2740, 0.0435, 0.2760, 0.3911], "lumo_energy_ev": -2.36, "fmax_ev_per_a": 1.9, "e_above_lowest_kcal_mol": 0.0, "total_charge": 1, "gap_ev": 8.37}


3.
{"formula": "C8H16OSe", "method": "ωB97M-V/def2-TZVPD", "species": ["Se", "O", "C", "C", "C", "C", "C", "C", "C", "C", "H", "H", "H", "H", "H", "H", "H", "H", "H", "H", "H", "H", "H", "H", "H", "H"], "positions_angstrom": [[-2.1908, -0.3964, 0.5265], [-1.0722, -1.5087, -1.8350], [1.2405, -0.6816, -1.1183], [0.3334, -0.9631, -2.2387], [-0.7199, 0.7601, 0.6457], [0.9875, 2.1428, 2.1506], [0.8901, -2.1407, -2.9527], [-0.4907, 1.4562, 1.9019], [-2.0798, -0.5900, -1.4805], [-0.6887, 0.8056, 3.3219], [-1.3757, -0.0784, 3.2043], [1.1910, 0.1533, -0.5500], [-1.1016, 1.5635, 3.9597], [-1.8137, 0.3820, -1.6920], [1.1015, -2.9084, -2.3150], [1.7454, -1.7957, -3.6033], [0.2364, 0.3664, 3.6413], [-3.0457, -1.1006, -1.7105], [0.1869, -2.5993, -3.6068], [1.5797, 1.5807, 2.7802], [1.5051, 2.2958, 1.2166], [1.3323, -1.5487, -0.4132], [2.1967, -0.3749, -1.2959], [-1.0256, 2.3432, 1.8461], [0.1556, -0.2529, -3.0309], [0.9223, 3.0897, 2.6481]], "mulliken_charge": [0.1208, -0.3902, -1.4459, 0.6798, -0.9957, -1.5299, -1.6359, 0.9895, -0.6209, -1.1986, 0.3391, 0.3689, 0.3133, 0.4250, 0.4425, 0.3465, 0.3744, 0.3415, 0.4252, 0.4190, 0.3902, 0.3286, 0.5414, 0.2211, 0.3386, 0.4118], "lumo_energy_ev": 0.07, "fmax_ev_per_a": 4.9, "e_above_lowest_kcal_mol": 36.6, "total_charge": 0, "gap_ev": 7.77}


4.
{"formula": "C5H10O", "method": "ωB97M-V/def2-TZVPD", "species": ["O", "C", "C", "C", "C", "C", "H", "H", "H", "H", "H", "H", "H", "H", "H", "H"], "positions_angstrom": [[-0.1444, -1.7193, 0.3898], [-0.6465, -0.5106, 0.9254], [0.4073, 0.5887, 0.8872], [1.7343, 0.2677, 0.2324], [-1.2698, 0.5213, 0.0572], [-1.1050, 0.2341, -1.4214], [-0.9019, -2.2376, 0.0910], [-1.0653, 1.1533, -2.0143], [1.6131, -0.0058, -0.8189], [-2.0458, -0.2636, -1.6979], [2.4033, 1.1318, 0.2908], [-1.1058, -0.6776, 1.9044], [-0.2196, 1.4366, 0.3144], [-0.2877, -0.4355, -1.7240], [0.4738, 1.1171, 1.8399], [2.2065, -0.5811, 0.7365]], "mulliken_charge": [-0.5573, -0.1721, -0.0687, -1.1201, -0.1571, -1.1084, 0.3182, 0.2925, 0.2460, 0.3599, 0.3767, 0.3622, 0.1202, 0.3380, 0.4722, 0.2976], "lumo_energy_ev": 0.84, "fmax_ev_per_a": 0.3, "e_above_lowest_kcal_mol": 93.3, "total_charge": 0, "gap_ev": 8.78}


5.
{"formula": "C6H8IrLiO6", "method": "ωB97M-V/def2-TZVPD", "species": ["Ir", "O", "O", "O", "O", "O", "O", "C", "C", "C", "C", "C", "C", "Li", "H", "H", "H", "H", "H", "H", "H", "H"], "positions_angstrom": [[2.1626, 2.1628, 0.3960], [-0.2803, -0.2998, 0.1791], [1.7947, 0.2112, 0.9327], [0.9439, 1.3543, -0.7939], [1.6135, -0.7948, -1.0557], [-2.1653, -1.3312, -0.2982], [-2.3350, 0.9908, -0.4875], [-2.8068, -0.8348, 0.8965], [0.9701, 0.1449, -0.2570], [2.1340, -1.7889, -0.1910], [2.5733, -0.9828, 1.0406], [-3.1525, 0.6287, 0.5917], [-1.2848, -0.4401, -0.8177], [-0.8435, 1.7970, -1.2880], [2.9657, -2.2890, -0.6966], [1.3556, -2.5240, 0.0617], [-3.7000, -1.4508, 1.0553], [-3.0170, 1.2236, 1.5128], [-4.2105, 0.7149, 0.2883], [2.3431, -1.4919, 1.9834], [3.6357, -0.7119, 1.0088], [-2.1141, -0.8926, 1.7462]], "mulliken_charge": [0.5491, -0.0406, -0.4951, -0.9921, -0.3864, -0.3098, -0.5903, -0.3039, 1.1966, -0.3388, -0.3775, -0.3178, 0.1483, 0.9391, 0.3456, 0.2507, 0.3593, 0.2801, 0.2925, 0.2626, 0.3029, 0.2254], "lumo_energy_ev": [-3.09, -6.87], "fmax_ev_per_a": 8.0, "e_above_lowest_kcal_mol": 48.0, "total_charge": 1, "spin_multiplicity": 6, "gap_ev": [7.70, 6.40], "s2": 8.7586}


6.
{"formula": "C6H8", "method": "ωB97M-V/def2-TZVPD", "species": ["C", "C", "C", "C", "C", "C", "H", "H", "H", "H", "H", "H", "H", "H"], "positions_angstrom": [[-0.5956, -1.2547, -0.3320], [-1.1132, 1.1797, -0.0305], [2.6043, 0.6517, -0.3802], [-0.8260, -0.1485, 0.6331], [1.6571, 0.0297, 0.0281], [0.5600, -0.7381, 0.5403], [-0.5028, -1.0866, -1.3959], [-1.4323, -0.3493, 1.5139], [-0.4859, 1.3081, -0.9180], [3.4439, 1.1395, -0.8199], [-0.9835, 2.0505, 0.6172], [-2.1558, 1.1479, -0.3681], [0.8250, -1.7101, 0.9320], [-0.9952, -2.2198, -0.0201]], "mulliken_charge": [-0.7102, -1.3419, 0.3319, 0.2091, -0.8067, -0.3821, 0.2707, 0.3476, 0.3095, 0.4394, 0.3248, 0.3440, 0.3910, 0.2730], "lumo_energy_ev": 1.13, "fmax_ev_per_a": 1.8, "e_above_lowest_kcal_mol": 52.5, "total_charge": 0, "gap_ev": 10.22}


7.
{"formula": "C4H11N2Se", "method": "ωB97M-V/def2-TZVPD", "species": ["Se", "N", "N", "C", "C", "C", "C", "H", "H", "H", "H", "H", "H", "H", "H", "H", "H", "H"], "positions_angstrom": [[2.2508, -0.2739, -0.1604], [0.0026, 1.6950, 0.7452], [-1.1741, -1.5483, -0.5877], [-0.7545, -0.5966, 0.2338], [0.7483, 0.5848, -1.2868], [0.8833, -1.2269, 0.8860], [-0.4071, 0.7931, -0.3029], [0.5106, -0.2724, -1.9899], [-1.2899, 1.1194, -0.8131], [0.7658, -2.2626, 0.7317], [0.4006, 1.1193, 1.4658], [-2.0036, -2.1126, -0.4288], [-0.5097, -1.6603, -1.3567], [1.1764, 1.4457, -1.8242], [-1.4244, -0.3473, 1.1010], [0.7097, 2.4419, 0.3129], [0.9879, -0.9499, 1.9934], [-0.8728, 2.0516, 1.2807]], "mulliken_charge": [0.1280, -0.1356, -0.3696, -0.2339, -1.0894, -0.8998, -0.3622, 0.3026, 0.4123, 0.4650, 0.3576, 0.2318, 0.1742, 0.4789, 0.3198, 0.4056, 0.3983, 0.4164], "lumo_energy_ev": -3.72, "fmax_ev_per_a": 6.1, "e_above_lowest_kcal_mol": 24.9, "total_charge": 1, "gap_ev": 8.76}